A single C5H11NOS2 molecule, computed with the ωB97M-V functional and the def2-TZVPD basis.

Output
strongest force on any atom	8.6	eV/A
charge	0
energy above the lowest of the compared OMol25 structures with the same formula, charge and spin	789.65	kJ/mol
energy	-30564.036	eV
LUMO energy	0.26	eV
HOMO energy	-0.23659	Ha
gap between HOMO and LUMO	6.695	eV

Each line ends with the natural charge from an NBO analysis.
Element x y z (Å)
C -2.621 -1.489 0.634  -0.64
C -1.742 -0.501 -0.195  -0.31
C -2.441 0.780 -0.502  -0.68
C 1.869 1.987 0.000  -0.75
C 1.763 -0.763 0.249  -0.26
H -2.185 -2.537 0.619  0.22
H -3.601 -1.545 0.094  0.22
H -2.772 -1.153 1.689  0.20
H -3.077 1.155 0.376  0.22
H -1.827 1.686 -0.905  0.21
H -3.065 0.663 -1.404  0.24
H 2.617 2.285 0.723  0.24
H 2.438 1.924 -0.956  0.25
H 1.208 2.794 -0.048  0.22
H 1.437 -1.840 0.497  0.27
H 4.703 -1.065 -0.245  0.48
N 2.956 -0.487 -0.193  -0.19
O 3.795 -1.660 -0.183  -0.57
S -0.207 -0.803 -0.705  0.17
S 0.752 0.570 0.455  0.47